# 1
{
  "formula": "C25H31AlB2Br6Cl3F4N2NaO11PS2",
  "method": "ωB97M-V/def2-TZVPD",
  "elements": ["C", "C", "S", "C", "C", "C", "C", "C", "C", "C", "N", "P", "O", "O", "C", "C", "C", "C", "B", "O", "N", "C", "C", "C", "C", "S", "H", "H", "H", "H", "H", "H", "H", "H", "H", "H", "H", "H", "H", "H", "H", "H", "H", "H", "H", "H", "H", "H", "C", "Br", "Br", "Br", "H", "C", "Cl", "Cl", "Cl", "H", "F", "Na", "Al", "F", "B", "O", "C", "O", "C", "O", "O", "F", "F", "C", "O", "O", "O", "C", "Br", "Br", "Br", "H", "C", "C", "O", "H", "H", "H", "H", "H", "H"],
  "positions_angstrom": [[0.68, 5.19, 1.65], [0.45, 5.20, 3.17], [-1.15, 4.50, 3.68], [-1.61, 3.51, 2.24], [-2.42, 2.28, 2.55], [-3.23, 2.12, 3.69], [-3.93, 0.90, 3.87], [-3.83, -0.15, 2.95], [-3.02, 0.03, 1.82], [-2.34, 1.23, 1.62], [-1.53, 1.47, 0.46], [-2.56, 1.91, -0.89], [-3.85, 2.41, -0.24], [-1.75, 3.12, -1.56], [-0.70, 0.38, 0.12], [0.63, 0.67, -0.28], [1.48, -0.36, -0.69], [1.04, -1.69, -0.72], [2.04, -2.74, -1.30], [2.86, -3.49, -0.54], [2.13, -2.89, -2.79], [2.75, -1.71, -3.39], [0.81, -3.05, -3.41], [-0.27, -2.01, -0.29], [-1.15, -0.98, 0.12], [-2.83, -1.26, 0.59], [-0.24, 5.39, 1.09], [1.45, 5.88, 1.32], [1.00, 4.19, 1.33], [1.26, 4.63, 3.63], [0.53, 6.22, 3.55], [-0.69, 3.14, 1.81], [-2.09, 4.13, 1.48], [-3.33, 2.92, 4.40], [-4.57, 0.75, 4.72], [-4.38, -1.06, 3.12], [-4.28, 3.31, -0.77], [-1.97, 3.15, -2.50], [0.97, 1.72, -0.28], [2.48, -0.09, -1.01], [3.37, -4.04, -1.14], [2.83, -1.89, -4.47], [3.75, -1.52, -3.00], [2.12, -0.83, -3.29], [0.10, -2.26, -3.15], [0.37, -4.00, -3.13], [0.91, -3.02, -4.50], [-0.60, -3.03, -0.32], [-3.93, 7.96, 2.42], [-2.16, 8.04, 3.19], [-4.21, 9.47, 1.24], [-4.31, 6.32, 1.50], [-4.63, 8.07, 3.23], [5.24, -4.75, 1.86], [5.59, -6.49, 1.82], [4.58, -4.27, 3.40], [6.70, -3.83, 1.43], [4.50, -4.54, 1.10], [-5.01, 4.31, -0.46], [3.69, -2.76, -5.41], [-1.65, -0.27, -1.89], [1.79, 3.79, -0.14], [2.16, -4.58, 6.40], [1.47, -5.07, 5.16], [0.29, -5.56, 5.49], [-0.51, -6.03, 4.72], [0.12, -5.44, 7.01], [-0.84, -5.79, 7.64], [1.20, -4.87, 7.51], [2.41, -3.22, 6.30], [3.35, -5.28, 6.58], [-4.03, -1.06, -4.67], [-5.02, -1.79, -4.65], [-3.99, 0.10, -4.14], [-2.91, -1.36, -5.20], [5.16, 5.14, 1.46], [4.59, 3.45, 2.17], [4.50, 5.42, -0.32], [4.68, 6.59, 2.63], [6.24, 5.11, 1.41], [-0.48, -3.13, -8.25], [-0.27, -4.58, -7.85], [0.50, -4.69, -6.64], [0.48, -2.63, -8.39], [-1.05, -3.05, -9.18], [-1.02, -2.59, -7.47], [0.29, -5.11, -8.62], [-1.23, -5.08, -7.71], [0.00, -4.23, -5.96]],
  "mulliken_charge": [-1.034, -0.248, -0.249, 0.168, 0.844, -1.050, -0.790, -0.720, 1.271, -1.347, 1.171, 0.695, -0.438, -0.420, -1.575, -0.279, -0.792, -0.151, 0.062, -0.197, 0.183, -1.180, -0.460, -0.274, 0.762, -0.216, 0.227, 0.320, 0.376, 0.368, 0.329, -0.142, 0.373, 0.450, 0.405, 0.416, 0.344, 0.330, 0.665, 0.794, 0.277, -0.047, 0.518, 0.428, 0.044, 0.422, -0.210, 0.619, -0.310, -0.029, -0.075, 0.066, 0.354, 0.941, -0.152, -0.018, -0.163, -0.592, -0.741, 0.951, 0.258, -0.878, 0.664, -0.404, 0.628, -0.650, 0.566, -0.614, -0.479, -0.356, -0.353, 0.748, -0.500, -0.418, -0.425, -0.344, -0.022, -0.002, -0.056, 0.340, -0.841, -0.218, -0.493, 0.210, 0.360, 0.188, 0.299, 0.280, 0.240],
  "lumo_energy_ev": -2.845,
  "gap_ev": 2.7,
  "homo_ha": -0.2055,
  "total_charge": -1
}

# 2
{
  "formula": "C12H13ClN2O2Pd",
  "method": "ωB97M-V/def2-TZVPD",
  "elements": ["Cl", "C", "C", "C", "H", "C", "C", "H", "H", "H", "C", "Pd", "C", "C", "O", "O", "H", "H", "H", "C", "C", "N", "C", "C", "N", "H", "H", "H", "H", "H", "H"],
  "positions_angstrom": [[-3.09, 0.99, -1.22], [0.67, -1.60, -1.50], [1.84, -0.87, -1.09], [1.70, 0.46, -1.55], [2.70, -1.28, -0.56], [0.43, 0.60, -2.22], [-0.17, -0.72, -2.23], [-1.11, -0.95, -2.73], [0.49, -2.66, -1.33], [2.43, 1.27, -1.47], [-0.06, 1.81, -2.92], [-0.28, 0.13, -0.10], [0.14, -1.26, 1.29], [-2.32, -0.02, 0.06], [0.49, -1.89, 2.18], [-2.98, -0.62, 0.86], [0.29, 2.71, -2.42], [-1.16, 1.82, -2.94], [0.30, 1.83, -3.96], [1.50, 3.19, 0.72], [0.55, 2.60, 1.68], [-0.19, 1.50, 1.59], [-0.86, 1.32, 2.79], [-0.55, 2.37, 3.60], [0.33, 3.16, 2.88], [1.19, 4.22, 0.49], [2.50, 3.21, 1.16], [1.52, 2.61, -0.20], [-1.50, 0.47, 2.98], [-0.89, 2.60, 4.60], [0.77, 4.01, 3.20]],
  "lowdin_spin": [0.252, 0.240, 0.324, 0.141, 0.010, 0.203, 0.174, 0.003, 0.005, 0.002, 0.034, 1.046, 0.090, 0.265, 0.001, 0.103, 0.003, 0.003, 0.016, 0.038, 0.202, 0.130, 0.273, 0.345, 0.049, 0.014, 0.015, -0.001, 0.007, 0.011, -0.001],
  "multiplicity": 5,
  "lumo_energy_ev": [-7.167, -11.888],
  "gap_ev": [6.8, 4.0],
  "homo_ha": [-0.5128, -0.5848],
  "total_charge": 2
}

# 3
{
  "formula": "C4H24BO20",
  "method": "ωB97M-V/def2-TZVPD",
  "elements": ["O", "C", "O", "B", "O", "C", "O", "O", "C", "O", "C", "O", "O", "O", "H", "H", "O", "H", "H", "O", "H", "H", "O", "H", "H", "O", "H", "H", "O", "H", "H", "O", "H", "H", "O", "H", "H", "O", "H", "H", "O", "H", "H", "O", "H", "H", "O", "H", "H"],
  "positions_angstrom": [[1.37, -3.03, -0.02], [1.32, -1.84, -0.01], [1.43, -1.13, -1.02], [1.11, 0.21, -0.55], [0.84, 0.10, 0.87], [0.91, -1.13, 1.10], [1.02, -1.67, 2.27], [-0.11, 0.72, -1.22], [0.24, 1.70, -1.89], [-0.54, 2.07, -2.83], [1.63, 1.94, -1.67], [2.17, 1.16, -0.86], [2.20, 2.81, -2.31], [-1.02, 1.39, 2.27], [-1.95, 1.46, 2.01], [-0.40, 1.56, 1.53], [3.31, -3.86, 3.93], [2.42, -3.59, 4.10], [3.72, -3.03, 3.88], [0.47, -5.44, 1.86], [0.71, -4.95, 1.07], [-0.13, -6.08, 1.54], [-2.72, 0.57, -2.56], [-2.75, 0.78, -3.48], [-2.12, 1.25, -2.31], [-2.48, 3.07, -0.77], [-1.87, 3.74, -1.05], [-3.36, 3.40, -0.93], [-0.70, 4.77, -2.90], [-0.46, 3.82, -2.91], [0.01, 5.20, -2.39], [-0.86, -1.36, -3.11], [-1.56, -0.72, -2.84], [-0.10, -1.44, -2.55], [0.98, -1.98, 5.64], [0.71, -1.26, 5.05], [0.58, -2.80, 5.40], [-2.21, 2.70, -5.29], [-2.11, 1.74, -5.38], [-1.51, 2.89, -4.70], [-1.34, -1.92, 3.49], [-1.53, -2.77, 3.06], [-0.55, -1.52, 3.09], [-1.83, -1.11, 0.09], [-2.79, -1.35, 0.08], [-1.83, -0.25, -0.32], [4.18, 1.95, 1.18], [3.82, 1.58, 1.94], [3.66, 1.64, 0.43]],
  "nbo_charge": [-0.535, 0.637, -0.617, 1.163, -0.620, 0.698, -0.599, -0.605, 0.701, -0.659, 0.642, -0.613, -0.525, -0.957, 0.480, 0.477, -0.932, 0.474, 0.457, -0.942, 0.490, 0.451, -0.951, 0.468, 0.497, -0.964, 0.485, 0.478, -0.983, 0.489, 0.468, -1.008, 0.496, 0.475, -0.966, 0.490, 0.478, -0.933, 0.456, 0.480, -0.986, 0.470, 0.495, -0.954, 0.479, 0.479, -0.949, 0.465, 0.481],
  "lumo_energy_ev": 1.379,
  "gap_ev": 9.6,
  "homo_ha": -0.3028,
  "relative_energy_kcal_mol": 84.2,
  "total_charge": -1
}

# 4
{
  "formula": "C5H14NO2",
  "method": "ωB97M-V/def2-TZVPD",
  "elements": ["C", "C", "C", "O", "H", "H", "H", "H", "H", "H", "C", "O", "C", "N", "H", "H", "H", "H", "H", "H", "H", "H"],
  "positions_angstrom": [[2.27, 2.24, 1.48], [1.10, 1.32, 1.54], [1.13, 0.07, 2.10], [0.02, -0.78, 1.93], [2.12, 3.08, 2.16], [3.26, 1.75, 1.65], [2.32, 2.70, 0.49], [0.19, 1.71, 1.14], [1.96, -0.37, 2.67], [0.39, -1.67, 1.93], [-2.00, -1.45, -1.53], [-2.22, -2.28, -2.67], [-0.69, -0.77, -1.80], [-0.48, 0.26, -0.73], [-1.97, -2.02, -0.60], [-2.82, -0.73, -1.46], [-2.93, -2.88, -2.42], [0.22, -1.36, -1.71], [-0.68, -0.28, -2.79], [-0.35, -0.20, 0.18], [-1.25, 0.90, -0.66], [0.41, 0.77, -0.87]],
  "nbo_charge": [-0.646, -0.283, 0.108, -0.723, 0.240, 0.234, 0.219, 0.183, 0.210, 0.498, -0.095, -0.692, -0.230, -0.691, 0.184, 0.177, 0.489, 0.225, 0.242, 0.467, 0.431, 0.450],
  "lumo_energy_ev": -3.220,
  "gap_ev": 9.7,
  "homo_ha": -0.4738,
  "relative_energy_kcal_mol": 53.9,
  "total_charge": 1
}

# 5
{
  "formula": "C21H33B2F5I2NbO4",
  "method": "ωB97M-V/def2-TZVPD",
  "elements": ["C", "C", "C", "Nb", "C", "B", "O", "O", "B", "O", "O", "C", "I", "C", "C", "I", "C", "F", "F", "C", "C", "C", "C", "C", "C", "F", "F", "F", "C", "H", "H", "H", "H", "H", "H", "H", "H", "H", "H", "H", "H", "H", "H", "H", "H", "H", "H", "H", "C", "C", "C", "C", "C", "C", "H", "H", "H", "H", "H", "H", "H", "H", "H", "H", "H", "H", "H", "H"],
  "positions_angstrom": [[3.25, -0.67, 2.50], [3.19, -0.42, 1.34], [3.13, -0.14, -0.06], [1.54, -1.37, -1.19], [1.82, -0.22, -3.12], [3.28, -0.18, -3.60], [4.24, 0.56, -2.94], [3.68, -0.88, -4.75], [3.33, -2.81, -1.66], [4.19, -3.26, -0.63], [3.63, -3.33, -2.91], [-0.09, -2.71, -2.04], [-1.07, -3.98, -0.56], [0.36, -3.62, -3.24], [-0.84, -3.87, -4.17], [1.03, -5.60, -2.69], [0.01, 0.11, -0.21], [0.58, 1.07, 0.61], [-0.81, -0.63, 0.64], [-0.90, 0.83, -1.15], [-0.60, 2.12, -1.57], [-1.44, 2.80, -2.44], [-2.61, 2.22, -2.89], [-2.93, 0.94, -2.45], [-4.19, 0.27, -2.91], [-4.79, -0.44, -1.95], [-5.10, 1.14, -3.39], [-3.94, -0.60, -3.92], [-2.08, 0.26, -1.59], [3.36, -1.06, 3.48], [2.99, 0.92, -0.27], [4.09, -0.42, -0.50], [1.42, -2.35, 0.33], [1.16, -0.57, -3.92], [1.53, 0.80, -2.87], [5.09, 0.47, -3.37], [4.10, -1.72, -4.53], [4.93, -2.65, -0.55], [4.14, -4.14, -2.78], [-0.92, -2.13, -2.43], [1.12, -3.14, -3.85], [-1.40, -2.95, -4.34], [-1.48, -4.65, -3.78], [-0.46, -4.21, -5.13], [0.30, 2.60, -1.24], [-1.17, 3.79, -2.76], [-3.27, 2.73, -3.57], [-2.34, -0.73, -1.24], [-2.37, 1.16, 6.87], [-1.66, 2.41, 6.36], [-2.24, 2.94, 5.05], [-2.15, 1.98, 3.87], [-0.73, 1.52, 3.52], [0.19, 2.66, 3.11], [-2.27, 0.32, 6.18], [-1.94, 0.84, 7.83], [-3.43, 1.35, 7.03], [-0.59, 2.20, 6.24], [-1.73, 3.19, 7.12], [-1.74, 3.88, 4.80], [-3.30, 3.20, 5.21], [-2.59, 2.47, 2.99], [-2.77, 1.10, 4.06], [-0.80, 0.81, 2.70], [-0.29, 0.97, 4.36], [-0.21, 3.20, 2.25], [1.17, 2.27, 2.83], [0.34, 3.36, 3.93]],
  "nbo_charge": [-0.337, 0.037, -0.928, 1.799, -1.351, 1.119, -0.903, -0.962, 0.708, -0.988, -0.965, -0.837, 0.073, -0.320, -0.644, 0.058, 0.278, -0.376, -0.366, -0.106, -0.177, -0.215, -0.191, -0.169, 0.975, -0.318, -0.333, -0.334, -0.131, 0.216, 0.253, 0.236, -0.281, 0.262, 0.268, 0.484, 0.506, 0.492, 0.486, 0.226, 0.233, 0.207, 0.220, 0.208, 0.228, 0.210, 0.221, 0.235, -0.609, -0.397, -0.395, -0.395, -0.409, -0.609, 0.208, 0.202, 0.195, 0.199, 0.191, 0.198, 0.190, 0.199, 0.196, 0.237, 0.186, 0.199, 0.230, 0.181],
  "lumo_energy_ev": 1.584,
  "gap_ev": 6.7,
  "homo_ha": -0.1865,
  "total_charge": -1
}

# 6
{
  "formula": "C26H55MgN4O12",
  "method": "ωB97M-V/def2-TZVPD",
  "elements": ["Mg", "C", "C", "O", "O", "H", "H", "H", "C", "O", "N", "C", "C", "H", "H", "H", "H", "H", "H", "H", "C", "O", "N", "C", "C", "H", "H", "H", "H", "H", "H", "H", "C", "O", "N", "C", "C", "H", "H", "H", "H", "H", "H", "H", "C", "O", "N", "C", "C", "H", "H", "H", "H", "H", "H", "H", "O", "C", "O", "C", "C", "C", "H", "H", "H", "H", "H", "H", "H", "H", "O", "C", "O", "C", "C", "C", "H", "H", "H", "H", "H", "H", "H", "H", "O", "C", "O", "C", "C", "C", "H", "H", "H", "H", "H", "H", "H", "H"],
  "positions_angstrom": [[1.18, 3.99, 0.48], [0.01, 0.30, 0.04], [0.48, 1.73, 0.24], [-0.30, 2.60, 0.74], [1.69, 2.01, 0.01], [-1.05, 0.36, 0.30], [0.44, -0.35, 0.80], [0.13, -0.05, -0.97], [-0.03, -5.97, 0.56], [0.97, -6.03, -0.13], [-0.55, -4.80, 1.01], [-1.73, -4.84, 1.86], [0.17, -3.58, 0.78], [-0.63, -6.83, 0.87], [-2.44, -4.09, 1.51], [-1.51, -4.51, 2.88], [-2.14, -5.84, 1.88], [-0.41, -2.79, 0.30], [0.50, -3.17, 1.75], [1.13, -3.77, 0.31], [4.75, -0.03, -1.79], [5.61, 0.15, -2.63], [4.16, -1.21, -1.50], [3.12, -1.35, -0.51], [4.63, -2.42, -2.15], [4.22, 0.86, -1.39], [2.30, -2.00, -0.81], [2.78, -0.38, -0.12], [3.58, -1.84, 0.36], [5.49, -2.19, -2.77], [4.97, -3.10, -1.37], [3.87, -2.88, -2.78], [2.76, 0.76, -4.95], [3.13, 0.00, -5.81], [1.46, 1.13, -4.79], [1.08, 1.94, -3.63], [0.40, 0.47, -5.50], [3.42, 1.25, -4.23], [0.37, 1.38, -3.03], [0.68, 2.87, -4.02], [1.97, 2.22, -3.06], [0.81, -0.17, -6.27], [-0.11, -0.19, -4.79], [-0.38, 1.13, -5.89], [4.22, 4.19, 0.79], [3.11, 4.35, 0.22], [5.25, 3.72, 0.12], [6.59, 3.62, 0.68], [5.07, 3.42, -1.31], [4.49, 4.22, 1.86], [6.97, 2.60, 0.66], [6.64, 4.01, 1.69], [7.26, 4.17, 0.01], [5.75, 2.66, -1.70], [4.03, 3.22, -1.51], [5.30, 4.34, -1.86], [1.83, 1.33, 4.55], [1.99, 0.38, 3.83], [1.05, -0.53, 3.57], [-0.32, -0.09, 3.72], [-1.23, -1.26, 3.31], [3.33, 0.02, 3.24], [-0.50, 0.86, 3.22], [-0.47, 0.03, 4.79], [-0.63, -2.16, 3.44], [-1.45, -1.14, 2.25], [-2.11, -1.36, 3.94], [3.46, -1.03, 3.03], [4.05, 0.50, 3.91], [3.55, 0.60, 2.34], [-5.56, 0.23, 2.63], [-5.22, 1.34, 2.30], [-5.75, 2.47, 2.76], [-6.80, 2.35, 3.73], [-8.14, 2.12, 3.02], [-4.30, 1.55, 1.14], [-6.90, 3.30, 4.24], [-6.56, 1.53, 4.41], [-8.33, 2.76, 2.16], [-8.94, 2.27, 3.74], [-8.23, 1.07, 2.74], [-4.66, 1.04, 0.26], [-3.27, 1.30, 1.42], [-4.22, 2.62, 0.96], [-4.93, -0.18, -2.86], [-3.77, -0.34, -2.66], [-3.20, -1.53, -2.38], [-4.03, -2.58, -1.93], [-4.15, -2.60, -0.42], [-2.71, 0.73, -2.77], [-3.61, -3.52, -2.28], [-5.03, -2.55, -2.38], [-3.17, -2.71, 0.06], [-4.76, -3.45, -0.12], [-4.64, -1.73, 0.03], [-2.57, 1.08, -3.79], [-1.78, 0.36, -2.34], [-2.97, 1.64, -2.23]],
  "mulliken_charge": [1.005, -0.205, 0.996, -0.831, -0.837, 0.024, -0.029, 0.486, 0.083, -0.572, 0.205, -0.538, -0.737, 0.284, 0.076, 0.281, 0.304, 0.096, 0.213, 0.382, 0.597, -0.639, 0.185, -0.427, -1.088, -0.062, 0.274, -0.324, 0.356, 0.348, 0.353, 0.319, 0.180, -0.599, 0.074, 0.271, -0.903, 0.318, -0.090, 0.350, -0.474, 0.349, 0.286, 0.289, 0.406, -0.682, 0.202, -0.887, -0.830, 0.358, 0.322, 0.334, 0.359, 0.476, -0.119, 0.415, -0.596, 0.756, -0.319, -0.370, -0.650, -0.739, 0.208, 0.552, 0.173, -0.082, 0.483, 0.287, 0.373, -0.021, -0.593, 0.529, -0.362, -0.179, -1.132, -0.287, 0.309, 0.284, 0.306, 0.369, 0.314, 0.163, -0.073, 0.350, -0.595, 0.451, -0.320, -0.444, -0.416, -0.299, 0.373, 0.357, -0.329, 0.460, 0.214, 0.339, -0.195, 0.364],
  "lumo_energy_ev": -4.989,
  "gap_ev": 6.1,
  "homo_ha": -0.4088,
  "total_charge": 1
}

Max |F|? In order: 0.069, 0.093, 0.212, 0.055, 0.050, 0.045 Eh/bohr.